# 1
Entry from OMol25: C40H40BClF2IN2O3SiTi as an isolated structure at a distorted geometry (ωB97M-V with the def2-TZVPD basis set).

Last column: Mulliken charge in e.
Positions of all 92 atoms, in Å:
1 Ti -1.001 -0.075 -0.963  -0.59
2 C -2.472 3.688 -2.733  -2.91
3 C -1.595 3.387 -1.548  2.06
4 C -0.315 2.866 -1.773  1.00
5 C 0.224 2.870 -3.181  -2.25
6 C 0.484 2.484 -0.687  0.98
7 C 1.878 1.954 -0.920  -2.10
8 C 0.005 2.674 0.618  1.74
9 C 0.884 2.400 1.802  -2.45
10 C -1.263 3.220 0.836  1.42
11 C -1.799 3.374 2.239  -2.86
12 C -2.040 3.633 -0.249  1.34
13 C -3.298 4.424 0.002  -2.58
14 H -2.203 4.639 -3.199  0.42
15 H -3.518 3.723 -2.441  0.57
16 H -2.354 2.899 -3.473  0.43
17 H -0.063 1.972 -3.729  0.35
18 H 1.308 2.930 -3.186  0.49
19 H -0.160 3.727 -3.732  0.49
20 H 2.610 2.769 -0.907  0.36
21 H 1.952 1.440 -1.875  0.36
22 H 2.135 1.225 -0.155  -0.04
23 H 0.674 1.413 2.207  0.09
24 H 0.711 3.142 2.577  0.51
25 H 1.935 2.443 1.538  0.55
26 H -1.591 4.373 2.636  0.40
27 H -1.352 2.641 2.907  0.46
28 H -2.876 3.212 2.258  0.55
29 H -4.162 3.774 0.140  0.28
30 H -3.505 5.104 -0.821  0.51
31 H -3.182 5.027 0.900  0.42
32 Cl 1.131 -1.561 -7.701  -0.29
33 C 0.918 -1.183 -6.015  0.31
34 C 2.017 -1.270 -5.171  -1.23
35 C 1.853 -0.981 -3.824  -0.20
36 C 0.614 -0.610 -3.290  0.14
37 O 0.471 -0.389 -2.017  0.28
38 C -0.504 -0.461 -4.198  1.20
39 C -1.715 0.050 -3.721  -1.46
40 O -1.948 0.428 -2.494  -0.51
41 C -0.317 -0.786 -5.564  -1.38
42 H 2.972 -1.578 -5.565  0.41
43 H 2.693 -1.059 -3.149  0.62
44 H -2.551 0.160 -4.424  0.03
45 H -1.151 -0.729 -6.246  0.43
46 F -3.247 -1.979 -1.517  -0.21
47 B -1.933 -1.930 -1.138  0.87
48 F -1.508 -3.204 -1.011  -0.29
49 I -5.604 0.058 3.137  0.03
50 C -4.387 0.442 1.480  -1.13
51 C -4.803 0.992 0.287  -0.50
52 N -3.677 1.063 -0.501  -0.15
53 N -2.592 0.500 0.133  1.28
54 C -3.032 0.157 1.366  -0.21
55 H -5.761 1.350 -0.029  0.51
56 H -3.650 1.079 -1.518  0.04
57 H -2.379 -0.317 2.077  0.43
58 O -0.005 -0.507 0.663  1.37
59 Si 0.963 -1.486 1.427  -1.04
60 C 0.055 -2.826 2.453  0.67
61 C 0.750 -3.548 3.419  -0.43
62 C 0.122 -4.493 4.208  -0.73
63 C -1.232 -4.731 4.046  -0.61
64 C -1.937 -4.050 3.067  -0.88
65 C -1.295 -3.112 2.276  0.03
66 C 2.050 -0.582 2.739  0.21
67 C 1.652 -0.456 4.067  0.09
68 C 2.479 0.111 5.022  -0.75
69 C 3.728 0.592 4.665  -0.53
70 C 4.142 0.489 3.348  -0.84
71 C 3.309 -0.088 2.405  -0.11
72 C 2.207 -2.504 0.382  0.61
73 C 3.449 -2.928 0.847  -0.16
74 C 4.305 -3.665 0.048  -0.90
75 C 3.933 -4.001 -1.243  -0.55
76 C 2.690 -3.612 -1.715  -0.80
77 C 1.840 -2.878 -0.906  -0.32
78 H 1.805 -3.350 3.552  0.32
79 H 0.688 -5.039 4.952  0.42
80 H -1.731 -5.451 4.679  0.36
81 H -2.990 -4.255 2.927  0.46
82 H -1.842 -2.589 1.500  0.16
83 H 0.685 -0.840 4.367  0.44
84 H 2.166 0.159 6.057  0.41
85 H 4.384 1.022 5.410  0.38
86 H 5.122 0.855 3.066  0.40
87 H 3.656 -0.179 1.384  0.40
88 H 3.753 -2.669 1.852  0.36
89 H 5.269 -3.975 0.433  0.40
90 H 4.611 -4.561 -1.874  0.38
91 H 2.388 -3.872 -2.721  0.51
92 H 0.872 -2.575 -1.277  0.24

Computed properties:
Multiplicity: 1
HOMO level (spin up / spin down) (eV): -2.22 / -2.23
Kohn-Sham gap (spin up / spin down) (Ha): 0.1478 / 0.1483
LUMO (spin up / spin down) (eV): 1.81 / 1.81
Maximum force (eV Å⁻¹): 3.74
Net charge: -1



# 2
Entry from OMol25: C11H10N6S in the gas phase at a distorted geometry (ωB97M-V with the def2-TZVPD basis set).

Last column: Mulliken charge in e.
Positions of all 28 atoms, in Å:
1 N -4.076 0.767 -3.025  -0.66
2 N -0.416 -0.325 -0.444  -0.39
3 N 0.585 -0.184 0.374  -0.15
4 N -2.665 2.610 -2.317  -0.60
5 N -0.809 2.041 -1.025  -0.47
6 S 3.746 0.202 1.740  -0.20
7 C -4.070 -0.511 -2.800  -0.15
8 C 3.961 -0.109 3.446  -0.41
9 C 2.806 0.163 4.216  -0.63
10 C 1.733 0.557 3.330  0.20
11 C 2.113 0.650 1.974  0.50
12 C -1.612 2.963 -1.562  -0.17
13 C -2.976 1.318 -2.519  0.87
14 C -1.037 0.717 -1.188  -0.14
15 C -2.126 0.324 -1.983  0.80
16 N -2.842 -0.793 -2.211  -0.14
17 C 0.321 0.761 3.819  -1.29
18 C 1.222 1.040 0.865  -0.43
19 H -4.698 -1.331 -3.180  0.34
20 H 4.919 -0.351 3.980  0.36
21 H 2.824 0.201 5.287  0.41
22 H -1.375 3.997 -1.318  0.39
23 H -2.566 -1.667 -1.764  0.24
24 H 0.296 1.705 4.398  0.26
25 H -0.482 0.788 3.101  0.36
26 H 0.129 -0.163 4.451  0.32
27 H 0.375 1.832 1.232  0.32
28 H 1.875 1.454 0.066  0.47

Computed properties:
Multiplicity: 1
HOMO level (eV): -8.51
SMILES: Cc1ccsc1C/N=N\c1ncnc2nc[nH]c12
Kohn-Sham gap (Ha): 0.2728
LUMO (eV): -1.08
Maximum force (eV Å⁻¹): 4.01
Energy relative to the best compared isomer or geometry (same formula, charge and spin) (eV): 1.572



# 3
Entry from OMol25: a 2-piece molecular cluster, C6H11O overall at a distorted geometry (ωB97M-V with the def2-TZVPD basis set).

Last column: Mulliken charge in e.
Positions of all 18 atoms, in Å:
1 C 0.351 2.807 0.412  -0.59
2 O -0.227 3.807 1.085  -0.89
3 C -0.415 1.495 0.427  -0.38
4 C 0.309 0.323 -0.233  -0.69
5 C -0.557 -0.895 -0.021  -0.16
6 C 0.134 -3.352 -1.082  -0.74
7 C 0.253 -2.036 -0.598  -0.31
8 H 1.336 2.539 0.828  0.17
9 H 0.591 3.055 -0.645  0.19
10 H -0.632 1.253 1.490  0.27
11 H -1.367 1.658 -0.101  0.25
12 H 0.391 0.540 -1.309  0.26
13 H 1.274 0.083 0.212  0.41
14 H -0.560 -1.087 1.054  0.22
15 H -1.543 -1.095 -0.464  0.32
16 H 0.311 -3.643 0.547  0.16
17 H -0.947 -3.701 -1.033  0.18
18 H 1.298 -1.752 -0.569  0.33

Computed properties:
Multiplicity: 1
HOMO level (eV): -2.25
Kohn-Sham gap (Ha): 0.1595
LUMO (eV): 2.09
Maximum force (eV Å⁻¹): 3.90
Net charge: -1
Energy relative to the best compared isomer or geometry (same formula, charge and spin) (eV): 5.200



Question: Which of these has the highest maximum force?
Answer: C11H10N6S